DFT (wB97M-V/def2-TZVPD) results for a 5-piece molecular cluster, C24H52BrN4O4 overall at a distorted geometry.

Structure (XYZ):
```
85
C24H52BrN4O4 | OMol25 | wB97M-V/def2-TZVPD
C 5.219 14.247 10.733
C 5.023 13.760 9.309
O 3.996 13.546 8.813
N 6.346 13.645 8.508
H 6.600 14.511 8.036
H 7.190 13.387 9.100
C 6.063 12.619 7.447
H 6.144 13.858 11.144
H 4.294 14.005 11.218
H 5.385 15.336 10.759
H 6.913 12.646 6.794
H 5.118 12.806 6.983
H 6.093 11.615 7.840
C 8.879 9.690 6.738
C 9.464 11.051 6.619
O 9.270 11.818 5.782
N 10.411 11.452 7.781
H 9.855 11.725 8.632
H 11.118 10.785 8.077
C 11.144 12.682 7.351
H 8.277 9.655 7.652
H 9.503 8.805 6.769
H 8.320 9.465 5.852
H 11.851 12.984 8.085
H 10.557 13.553 7.111
H 11.783 12.402 6.531
C 9.715 7.077 11.335
C 9.369 8.355 12.209
C 7.827 8.668 12.307
C 7.467 9.590 13.471
C 7.921 8.895 14.757
C 9.498 8.776 14.879
N 9.921 8.110 13.547
O 11.007 7.273 13.582
C 10.029 7.837 15.963
C 10.245 10.128 14.969
C 10.203 9.584 11.711
H 10.753 7.072 10.989
H 9.047 6.860 10.511
H 9.610 6.155 11.924
H 7.262 7.740 12.456
H 7.454 8.963 11.345
H 6.395 9.767 13.558
H 8.036 10.516 13.339
H 7.431 7.916 14.791
H 7.624 9.452 15.646
H 9.918 6.788 15.675
H 9.591 7.953 16.952
H 11.115 7.981 16.105
H 10.114 10.707 15.868
H 9.970 10.835 14.201
H 11.318 9.891 14.870
H 11.270 9.413 11.874
H 9.968 10.448 12.296
H 10.009 9.743 10.671
C 9.685 16.726 9.982
C 9.362 16.910 11.526
C 7.895 16.618 11.925
C 7.699 16.360 13.392
C 8.467 15.146 13.819
C 10.005 15.272 13.571
N 10.185 15.865 12.280
O 11.274 15.451 11.554
C 10.733 13.937 13.575
C 10.602 16.217 14.658
C 9.892 18.244 11.987
H 9.684 15.662 9.809
H 10.672 17.132 9.805
H 8.972 17.320 9.428
H 7.645 15.710 11.381
H 7.367 17.527 11.672
H 6.651 16.194 13.695
H 8.020 17.291 13.893
H 8.174 14.286 13.238
H 8.407 14.906 14.869
H 10.420 13.304 14.412
H 11.799 14.151 13.589
H 10.425 13.341 12.727
H 11.588 16.456 14.306
H 10.587 15.604 15.547
H 9.964 17.081 14.775
H 9.476 19.085 11.445
H 10.984 18.204 11.883
H 9.729 18.454 13.042
Br 8.945 12.902 10.333
```

Properties
DFT total energy in Eh: -4038.51105
2S+1: 1
Total charge: +3

Löwdin population analysis, charges in e, atoms 1 to 2: 0.034 -0.388

***

DFT (wB97M-V/def2-TZVPD) results for a single C9H18N2O4 molecule at a distorted geometry.

Structure (XYZ):
```
33
C9H18N2O4 | OMol25 | wB97M-V/def2-TZVPD
C -1.367 2.620 -0.483
C -2.179 1.236 -0.537
C -3.648 1.335 -0.043
C -1.589 0.039 0.156
N -0.325 -0.394 -0.372
C 0.796 -0.024 0.342
O 0.747 0.608 1.375
C 2.130 -0.750 -0.225
N 1.918 -0.831 -1.744
C 3.204 0.246 0.074
C 3.556 0.272 1.553
O 4.341 -0.179 -0.695
C -2.516 -1.193 0.104
O -2.756 -1.835 -0.968
O -2.970 -1.694 1.479
H -0.280 2.358 -0.770
H -1.310 3.153 0.498
H -1.735 3.417 -1.272
H -2.107 0.941 -1.666
H -4.090 0.218 0.049
H -4.147 2.024 -0.671
H -3.552 1.748 1.026
H -1.263 0.247 1.163
H -0.240 -0.874 -1.283
H 2.402 -1.662 0.305
H 1.628 0.163 -2.121
H 2.949 -0.982 -2.265
H 2.716 1.267 -0.257
H 4.141 -0.701 1.886
H 4.236 1.143 1.763
H 2.726 0.475 2.219
H 5.192 0.071 -0.050
H -3.626 -2.313 1.076
```

Properties
DFT total energy in Eh: -764.12199
ΔE to the lowest compared entry with this formula, charge and spin in kJ/mol: 418.9
2S+1: 1
SMILES: CC(C)[C@H](NC(=O)[C@@H](N)[C@@H](C)O)C(=O)O

Löwdin population analysis, charges in e, atoms 1 to 2: -0.061 -0.363

***

DFT (wB97M-V/def2-TZVPD) results for an isolated ion of composition C3H10N5 and charge +1 at a distorted geometry.

Structure (XYZ):
```
18
C3H10N5 | OMol25 | wB97M-V/def2-TZVPD
C -2.188 -0.693 0.840
C -1.262 -0.360 -0.315
N -1.649 0.305 -1.422
N -0.017 -0.671 -0.122
C 1.234 -0.420 -0.057
N 2.036 -1.521 -0.207
N 1.894 0.778 0.118
N 0.894 1.873 0.431
H -2.780 -1.553 0.627
H -2.672 0.273 0.914
H -1.496 -0.736 1.677
H -2.532 0.108 -1.913
H -0.898 0.923 -1.715
H 1.596 -2.173 -0.918
H 3.073 -1.421 -0.232
H 2.783 0.709 0.581
H 1.442 2.803 0.377
H 0.540 1.775 1.336
```

Properties
DFT total energy in Eh: -393.81325
ΔE to the lowest compared entry with this formula, charge and spin in kJ/mol: 117.5
2S+1: 1
SMILES: CC(=[NH2+])/N=C(/N)NN
Total charge: +1

Löwdin population analysis, charges in e, atoms 1 to 2: 0.036 -0.370

***

DFT (wB97M-V/def2-TZVPD) results for C35H30ClIrNP as an isolated structure at a distorted geometry.

Structure (XYZ):
```
69
C35H30ClIrNP | OMol25 | wB97M-V/def2-TZVPD
C -0.610 -2.374 2.414
C -0.461 -2.602 1.024
C 0.902 -2.800 0.735
H -1.289 -2.665 0.313
C 1.640 -2.730 1.939
C 0.719 -2.461 3.027
H 0.963 -2.253 4.068
H -1.547 -2.218 2.950
H 1.307 -3.065 -0.242
H 2.717 -2.842 2.054
Ir 0.693 -0.816 1.980
Cl 2.650 0.172 1.202
P 0.385 -0.577 -1.779
C 1.645 -1.665 -2.433
C 1.308 -2.422 -3.564
H 0.294 -2.363 -3.967
C 2.295 -3.194 -4.155
H 2.046 -3.757 -5.048
C 3.582 -3.210 -3.604
H 4.356 -3.803 -4.082
C 3.906 -2.488 -2.446
H 4.909 -2.504 -2.015
C 2.932 -1.710 -1.839
H 3.117 -1.129 -0.924
C -1.256 -1.090 -2.276
C -1.621 -2.454 -2.199
H -0.905 -3.192 -1.819
C -2.881 -2.825 -2.642
H -3.145 -3.883 -2.630
C -3.751 -1.844 -3.133
H -4.717 -2.149 -3.521
C -3.415 -0.483 -3.126
H -4.091 0.274 -3.519
C -2.180 -0.087 -2.638
H -1.878 0.964 -2.591
C 0.712 1.101 -2.318
C 1.409 1.230 -3.525
H 1.738 0.326 -4.047
C 1.612 2.506 -4.029
H 2.088 2.608 -4.997
C 1.186 3.613 -3.286
H 1.367 4.609 -3.674
C 0.536 3.481 -2.053
H 0.221 4.347 -1.468
C 0.265 2.213 -1.564
H -0.265 2.038 -0.612
C 0.736 4.969 2.511
C 1.468 4.174 1.625
C 1.137 2.833 1.453
C 0.090 2.243 2.195
C -0.699 3.098 3.003
C -0.346 4.425 3.198
N -0.224 0.877 2.198
C -1.166 0.485 3.208
C -0.688 0.293 4.526
C -1.592 -0.042 5.523
C -2.954 -0.169 5.212
C -3.417 -0.006 3.897
C -2.533 0.313 2.876
H 1.002 6.018 2.668
H 2.295 4.598 1.069
H 1.722 2.237 0.748
H -1.570 2.673 3.516
H -0.942 5.012 3.891
H 0.384 0.410 4.705
H -1.222 -0.181 6.543
H -3.660 -0.409 6.004
H -4.483 -0.115 3.662
H -2.828 0.437 1.829
```

Properties
DFT total energy in Eh: -2312.11818
ΔE to the lowest compared entry with this formula, charge and spin in kJ/mol: 160.2
2S+1: 5
⟨S²⟩: 6.055

Löwdin population analysis, charges in e, atoms 1 to 2: -0.255 -0.162

***

DFT (wB97M-V/def2-TZVPD) results for C25H72N2O17Zn as an isolated structure at a distorted geometry.

Structure (XYZ):
```
117
C25H72N2O17Zn | OMol25 | wB97M-V/def2-TZVPD
Zn 0.482 0.164 -0.514
N 3.488 0.169 -0.126
O 3.531 -0.141 -1.356
O 4.483 0.470 0.556
O 2.305 0.157 0.411
N -2.049 -0.339 -1.631
O -3.259 -0.157 -1.816
O -1.489 0.482 -0.825
O -1.401 -1.241 -2.176
C 4.957 -2.747 0.520
C 4.654 -3.539 -0.704
C 3.970 -4.860 -0.334
O 3.800 -2.873 -1.620
H 4.030 -2.395 0.993
H 5.449 -1.832 0.217
H 5.581 -3.251 1.229
H 5.581 -3.758 -1.279
H 3.758 -5.385 -1.252
H 3.029 -4.723 0.152
H 4.599 -5.349 0.391
H 4.085 -1.946 -1.593
C -2.460 5.291 1.262
C -1.862 4.184 2.106
C -2.742 3.929 3.380
O -1.725 2.975 1.378
H -3.455 5.148 0.849
H -1.772 5.435 0.420
H -2.593 6.239 1.783
H -0.889 4.451 2.532
H -3.094 4.816 3.877
H -2.124 3.332 4.077
H -3.625 3.308 3.158
H -2.546 2.741 0.853
C -6.220 1.272 0.192
C -5.008 1.702 0.993
C -4.659 0.606 1.984
O -3.848 2.053 0.155
H -5.980 0.253 -0.139
H -6.431 1.963 -0.608
H -7.055 1.173 0.897
H -5.279 2.668 1.447
H -5.553 0.211 2.485
H -3.925 0.976 2.697
H -4.265 -0.266 1.448
H -3.597 1.332 -0.455
C 2.539 -3.565 -4.431
C 1.969 -2.216 -4.802
C 0.435 -2.134 -4.695
O 2.495 -1.210 -3.853
H 2.209 -3.938 -3.470
H 3.632 -3.476 -4.314
H 2.365 -4.439 -5.079
H 2.253 -1.921 -5.818
H 0.103 -2.305 -3.673
H -0.003 -2.899 -5.357
H 0.082 -1.144 -4.983
H 3.428 -1.289 -3.890
C 1.295 4.600 -0.969
C 1.493 3.325 -0.152
C 1.889 3.631 1.274
O 0.408 2.391 -0.180
H 2.177 5.280 -0.998
H 0.485 5.134 -0.472
H 1.056 4.493 -2.028
H 2.350 2.868 -0.663
H 2.820 4.183 1.498
H 1.901 2.646 1.698
H 1.049 4.198 1.746
H -0.298 2.753 0.407
C 3.058 -0.049 3.866
C 3.061 -1.561 3.739
C 3.285 -2.286 5.052
O 1.790 -1.987 3.127
H 2.966 0.340 2.861
H 4.002 0.279 4.337
H 2.276 0.259 4.554
H 3.826 -1.850 2.994
H 4.285 -2.021 5.408
H 3.311 -3.366 4.951
H 2.679 -1.921 5.886
H 1.348 -2.554 3.797
C -1.871 -1.602 2.612
C -1.143 -0.308 2.322
C -0.900 0.409 3.660
O 0.039 -0.404 1.489
H -1.887 -2.181 1.661
H -2.893 -1.318 2.927
H -1.325 -2.238 3.304
H -1.785 0.355 1.734
H -0.265 1.286 3.531
H -0.428 -0.290 4.344
H -1.875 0.728 4.062
H 0.695 -1.075 1.806
C -0.055 1.267 -3.346
O 0.943 0.716 -2.469
H 0.429 1.623 -4.272
H -0.850 0.565 -3.674
H -0.543 2.082 -2.821
H 1.436 0.051 -2.966
C 0.472 -3.195 -0.530
O 0.983 -1.911 -0.940
H 0.791 -3.864 -1.338
H 0.728 -3.575 0.457
H -0.589 -3.082 -0.459
H 1.914 -2.054 -1.064
C -3.219 -4.492 -3.353
O -2.409 -3.743 -2.488
H -2.855 -5.530 -3.372
H -4.287 -4.507 -3.008
H -3.205 -4.178 -4.414
H -2.518 -2.785 -2.580
C -2.821 3.832 -2.076
O -2.319 3.982 -3.350
H -3.825 3.451 -1.922
H -2.192 3.112 -1.532
H -2.699 4.764 -1.523
H -2.569 3.163 -3.797
```

Properties
DFT total energy in Eh: -4163.43710
ΔE to the lowest compared entry with this formula, charge and spin in kJ/mol: 0.0
2S+1: 1

Löwdin population analysis, charges in e, atoms 1 to 2: 0.720 -0.467

***

DFT (wB97M-V/def2-TZVPD) results for C25H28KN8S9Sb as an isolated structure.

Structure (XYZ):
```
72
C25H28KN8S9Sb | OMol25 | wB97M-V/def2-TZVPD
K 1.847 -0.141 1.596
S -4.044 5.479 1.043
N -3.510 4.671 2.341
C -2.465 3.965 1.947
C -1.682 3.074 2.777
C -2.035 2.768 4.098
C -1.291 1.843 4.784
C -0.172 1.290 4.153
N 0.196 1.602 2.923
C -0.566 2.449 2.215
C -0.245 2.622 0.779
N 0.768 1.906 0.282
C 0.987 1.915 -1.025
C 0.229 2.677 -1.913
C -0.796 3.448 -1.414
C -1.053 3.422 -0.042
C -2.158 4.135 0.564
N -2.980 4.959 -0.061
H -2.906 3.237 4.537
H -1.556 1.506 5.775
H 0.432 0.548 4.666
H 1.803 1.289 -1.376
H 0.452 2.641 -2.971
H -1.418 4.054 -2.060
S -2.055 -1.687 4.815
Sb -0.770 -2.351 3.016
S 1.529 -2.490 3.500
S -1.523 -4.226 1.834
C 1.118 -3.707 -2.876
C 1.877 -2.450 -2.380
N 1.324 -2.015 -1.109
C -0.121 -1.837 -1.226
C -0.812 -3.201 -1.422
N 0.281 -4.194 -1.730
C 1.148 -4.403 -0.513
C 1.633 -3.009 -0.083
H 1.783 -4.519 -3.170
H 0.434 -3.492 -3.696
H 1.796 -1.648 -3.115
H 2.936 -2.665 -2.243
H -0.313 -1.167 -2.066
H -0.523 -1.364 -0.328
H -1.511 -3.224 -2.258
H -1.289 -3.540 -0.496
H -0.148 -5.082 -1.973
H 1.952 -5.072 -0.821
H 0.526 -4.852 0.265
H 2.703 -3.004 0.123
H 1.117 -2.741 0.833
C 4.149 2.467 -3.030
S 3.248 1.061 -3.720
C 4.345 -0.250 -3.356
C 4.685 -0.702 -2.115
S 4.186 -0.199 -0.556
S 5.807 -2.059 -2.159
C 5.957 -2.255 -3.870
S 6.845 -3.450 -4.590
S 5.066 -1.069 -4.731
H 3.520 3.349 -3.154
H 5.089 2.617 -3.559
H 4.333 2.294 -1.970
C -5.022 1.821 1.038
N -4.072 1.006 1.766
C -4.484 0.403 3.033
C -2.989 0.550 1.165
N -2.029 0.118 0.685
H -5.897 1.238 0.731
H -4.545 2.234 0.150
H -5.356 2.647 1.670
H -5.356 -0.238 2.884
H -4.739 1.195 3.742
H -3.671 -0.197 3.449
```

Properties
DFT total energy in Eh: -5831.52864
ΔE to the lowest compared entry with this formula, charge and spin in kJ/mol: 19.8
2S+1: 2
⟨S²⟩: 0.760
Total charge: -1

Löwdin population analysis, charges in e, atoms 1 to 2: 0.410 0.962

***

DFT (wB97M-V/def2-TZVPD) results for C3H5NaO3 as an isolated structure.

Structure (XYZ):
```
12
C3H5NaO3 | OMol25 | wB97M-V/def2-TZVPD
Na 2.677 0.790 0.553
O 2.080 -1.374 -0.078
O -0.100 -1.224 0.446
C -1.171 -0.320 0.178
C -0.537 1.079 0.190
O 0.710 0.965 -0.401
C 0.929 -1.046 -0.422
H -1.588 -0.543 -0.818
H -1.933 -0.469 0.952
H -0.487 1.429 1.242
H -1.215 1.769 -0.353
H 0.634 -1.058 -1.489
```

Properties
DFT total energy in Eh: -505.33450
ΔE to the lowest compared entry with this formula, charge and spin in kJ/mol: 2.4
2S+1: 1

Löwdin population analysis, charges in e, atoms 1 to 2: 0.746 -0.063

***

DFT (wB97M-V/def2-TZVPD) results for a single C4H9NO molecule.

Structure (XYZ):
```
15
C4H9NO | OMol25 | wB97M-V/def2-TZVPD
C 1.168 0.756 1.105
C 0.067 0.536 0.069
C -1.143 -0.298 0.540
N -0.900 -1.319 -0.476
C 0.178 -0.566 -1.093
O -0.117 -0.036 -2.355
H 1.889 1.517 0.786
H 0.733 1.111 2.050
H 1.719 -0.161 1.327
H -0.251 1.535 -0.282
H -2.106 0.190 0.361
H -1.107 -0.631 1.582
H -0.659 -2.243 -0.142
H 1.047 -1.216 -1.284
H -0.516 0.825 -2.187
```

Properties
DFT total energy in Eh: -287.75749
ΔE to the lowest compared entry with this formula, charge and spin in kJ/mol: 196.8
2S+1: 1
SMILES: C[C@@H]1CN[C@H]1O

Löwdin population analysis, charges in e, atoms 1 to 2: -0.074 -0.264